Entry 1:
114
Properties=species:S:1:pos:R:3 method="wB97M-V/def2-TZVPD" total_charge=-1 e_homo_ev="-2.17 / -2.16" total_energy_ev=-127523.929
Pb 0.758 0.631 -0.059
C -0.804 5.064 -3.123
C -0.121 4.196 -2.072
C -0.211 4.851 -0.692
P -0.718 2.448 -1.903
C -1.077 1.878 -3.618
C -1.718 0.492 -3.576
C 0.234 1.846 -4.407
C -2.350 2.580 -1.119
C -3.406 3.133 -1.853
C -4.682 3.311 -1.360
C -5.783 3.922 -2.180
C -4.889 2.891 -0.042
C -3.885 2.341 0.712
C -2.553 2.150 0.226
N -1.593 1.532 0.963
C -1.780 1.466 2.339
C -2.084 2.601 3.099
C -2.352 2.529 4.456
C -2.362 1.313 5.123
C -2.695 1.208 6.586
C -2.011 0.185 4.387
C -1.664 0.241 3.045
P -0.943 -1.204 2.162
C -2.576 -2.007 1.652
C -2.438 -3.416 1.077
C -3.312 -1.132 0.643
C -0.458 -2.509 3.419
C 0.347 -2.118 4.661
C 0.352 -3.570 2.669
H -0.296 6.030 -3.187
H -0.787 4.618 -4.118
H -1.843 5.257 -2.851
H 0.940 4.087 -2.326
H -1.255 5.047 -0.437
H 0.201 4.211 0.089
H 0.337 5.795 -0.681
H -1.773 2.574 -4.094
H -1.006 -0.258 -3.225
H -2.581 0.467 -2.908
H -2.050 0.201 -4.576
H 0.993 1.279 -3.862
H 0.085 1.365 -5.377
H 0.634 2.846 -4.586
H -3.217 3.437 -2.878
H -5.427 4.178 -3.179
H -6.630 3.240 -2.295
H -6.168 4.838 -1.724
H -5.878 2.986 0.398
H -4.114 2.022 1.720
H -2.125 3.558 2.591
H -2.575 3.440 5.002
H -3.092 2.149 6.966
H -3.441 0.431 6.768
H -1.812 0.957 7.180
H -1.999 -0.776 4.891
H -3.173 -2.058 2.573
H -1.748 -3.432 0.229
H -2.098 -4.146 1.812
H -3.412 -3.751 0.709
H -2.704 -0.964 -0.250
H -4.239 -1.624 0.335
H -3.565 -0.160 1.052
H -1.404 -2.952 3.756
H 1.367 -1.844 4.394
H -0.076 -1.284 5.214
H 0.397 -2.984 5.330
H 1.385 -3.221 2.572
H 0.345 -4.496 3.249
H -0.010 -3.784 1.663
C 4.690 0.573 -3.014
C 3.639 0.942 -2.008
N 2.549 0.175 -1.846
N 2.401 -0.836 -2.757
C 1.498 -1.797 -2.682
N 1.479 -2.639 -3.792
S 0.401 -2.047 -1.419
C 3.762 2.077 -1.161
C 4.894 2.937 -1.188
C 4.985 3.984 -0.310
C 3.950 4.220 0.602
C 2.864 3.372 0.556
N 2.748 2.343 -0.280
H 4.932 -0.494 -2.945
H 5.620 1.104 -2.848
H 4.377 0.784 -4.045
H 3.079 -0.904 -3.505
H 2.402 -2.953 -4.070
H 0.898 -3.438 -3.591
H 5.698 2.766 -1.886
H 5.866 4.614 -0.317
H 3.990 5.016 1.331
H 2.041 3.506 1.250
Te 1.635 0.830 3.021
Te 4.016 2.164 4.540
Te 5.537 0.501 3.096
Te 3.392 -0.703 1.583
C 2.237 -6.692 1.842
C 2.337 -6.085 0.484
C 1.692 -6.539 -0.624
C 1.912 -5.830 -1.834
N 2.739 -4.824 -1.956
C 3.411 -4.365 -0.854
S 4.517 -3.150 -0.854
N 3.125 -4.994 0.347
C 1.152 -6.241 -3.061
H 1.695 -7.634 1.799
H 1.712 -6.015 2.511
H 3.231 -6.870 2.255
H 1.042 -7.398 -0.579
H 3.602 -4.596 1.148
H 0.991 -7.318 -3.090
H 1.686 -5.924 -3.954
H 0.169 -5.761 -3.050

Entry 2:
131
Properties=species:S:1:pos:R:3 method="wB97M-V/def2-TZVPD" de_lowest_kcal_mol=0.0 total_charge=0 e_homo_ev=-9.75 total_energy_ev=-109986.139
C 7.314 1.461 -4.085
C 6.125 2.099 -4.830
C 5.644 1.261 -6.016
O 4.265 1.338 -5.881
C 3.896 1.829 -4.639
O 2.775 1.753 -4.175
O 5.039 2.044 -3.929
H 7.121 0.394 -3.967
H 7.376 1.920 -3.098
H 8.220 1.627 -4.668
H 6.405 3.092 -5.179
H 5.943 0.216 -6.099
H 5.827 1.777 -6.959
C 4.878 -6.771 3.176
C 3.854 -5.841 2.448
C 3.393 -4.616 3.225
O 3.417 -3.676 2.222
C 4.108 -4.044 1.166
O 4.392 -3.310 0.203
O 4.366 -5.358 1.236
H 5.592 -6.184 3.754
H 5.240 -7.519 2.471
H 4.290 -7.366 3.874
H 2.966 -6.438 2.242
H 3.962 -4.248 4.078
H 2.360 -4.704 3.560
C -3.610 2.030 2.784
C -4.257 1.660 1.396
C -5.356 0.623 1.353
O -6.272 1.198 0.518
C -6.023 2.514 0.341
O -6.754 3.319 -0.277
O -4.879 2.815 0.892
H -3.569 3.108 2.937
H -2.653 1.508 2.788
H -4.263 1.619 3.554
H -3.407 1.413 0.760
H -5.710 0.306 2.334
H -4.943 -0.233 0.820
C -3.090 -1.532 2.985
C -4.154 -1.914 4.025
C -3.570 -1.942 5.411
O -4.559 -1.395 6.259
C -5.362 -0.613 5.474
O -6.234 0.197 5.764
O -4.993 -0.845 4.195
H -3.470 -1.575 1.964
H -2.393 -2.369 2.955
H -2.537 -0.597 3.081
H -4.731 -2.782 3.707
H -2.622 -1.407 5.470
H -3.514 -2.997 5.679
C -0.196 -4.008 0.557
C -1.139 -3.822 -0.550
C -2.548 -4.145 -0.323
O -3.260 -2.977 -0.695
C -2.427 -2.038 -1.068
O -2.726 -0.958 -1.648
O -1.135 -2.477 -0.907
H -0.588 -3.436 1.397
H 0.817 -3.708 0.289
H -0.082 -5.080 0.717
H -0.794 -4.396 -1.410
H -2.632 -4.483 0.710
H -2.862 -4.943 -0.995
C 1.859 1.206 4.386
C 1.187 -0.198 4.319
C 2.015 -1.282 3.651
O 2.043 -2.317 4.672
C 1.406 -1.918 5.761
O 1.155 -2.550 6.754
O 0.943 -0.656 5.583
H 2.491 1.446 3.531
H 2.613 1.276 5.170
H 1.086 1.960 4.541
H 0.231 -0.041 3.819
H 2.999 -0.884 3.402
H 1.549 -1.590 2.714
C -1.944 3.336 -1.421
C -2.534 4.725 -1.016
C -1.897 6.016 -1.584
O -2.712 6.416 -2.731
C -3.840 5.750 -2.705
O -4.794 5.831 -3.453
O -3.799 4.789 -1.712
H -1.632 3.452 -2.459
H -2.686 2.545 -1.314
H -1.117 3.136 -0.741
H -2.621 4.843 0.064
H -0.904 5.798 -1.976
H -1.975 6.851 -0.887
O -1.544 6.597 2.997
C -0.769 5.659 2.747
O -0.988 4.588 1.992
C -0.034 3.562 2.302
C 1.072 4.388 2.743
O 0.463 5.602 3.166
H -0.416 2.935 3.108
H 0.283 2.958 1.451
H 1.703 4.593 1.878
H 1.742 4.058 3.536
O -1.247 -3.170 -4.702
C -0.166 -2.631 -4.835
O 0.225 -2.086 -5.888
C 1.609 -1.628 -5.778
C 1.969 -2.083 -4.421
O 0.783 -2.645 -3.926
H 2.239 -1.910 -6.622
H 1.445 -0.551 -5.739
H 2.327 -1.211 -3.873
H 2.783 -2.808 -4.441
O -0.567 0.633 1.629
C 0.064 0.183 0.658
O 0.941 -0.834 0.714
C 1.732 -0.924 -0.446
C 0.966 0.027 -1.389
O -0.040 0.679 -0.561
H 2.760 -0.593 -0.297
H 1.953 -1.937 -0.782
H 0.502 -0.489 -2.230
H 1.722 0.740 -1.720
O -0.326 4.049 -5.055
C -0.517 2.824 -5.095
O -0.364 2.027 -4.095
C -0.946 0.777 -4.343
C -1.120 0.791 -5.819
O -1.111 2.159 -6.121
H -0.321 -0.059 -4.029
H -1.951 0.741 -3.924
H -1.995 0.228 -6.144
H -0.256 0.448 -6.389